# 1
One molecule with the formula CH3NS2. Source: the OMol25 dataset; level of theory: the ωB97M-V functional and the def2-TZVPD basis.

Properties
- LUMO energy (eV) = 0.3
- HOMO energy (eV) = -8.8
- Kohn-Sham gap (eV) = 9.12
- SMILES string = S=CNS

The geometry in XYZ format:
```
7
CH3NS2, DFT the ωB97M-V functional and the def2-TZVPD basis
S 2.866 0.062 -0.340
C 1.347 0.630 -0.316
N 0.361 0.002 0.341
S -1.288 0.399 0.258
H 1.061 1.559 -0.803
H 0.653 -1.153 0.584
H -1.634 -0.389 -0.782
```

# 2
C19H7Cl3F5N3O5SV as an isolated structure. Source: the OMol25 dataset; level of theory: the ωB97M-V functional and the def2-TZVPD basis.

Properties
- LUMO energy (eV) = -6.3
- HOMO energy (eV) = -12.2
- Kohn-Sham gap (eV) = 5.97
- total charge = +1

The geometry in XYZ format:
```
44
C19H7Cl3F5N3O5SV, DFT the ωB97M-V functional and the def2-TZVPD basis
V -0.176 -0.006 -0.337
C -2.071 0.241 3.077
C -0.607 0.276 2.841
N 0.060 0.236 1.684
C 1.410 0.326 1.995
C 1.565 0.408 3.330
N 0.288 0.375 3.832
C 2.723 0.462 4.269
O 3.923 0.590 3.740
O 2.499 0.406 5.447
C 2.338 0.193 0.864
O 3.526 0.328 0.933
O 1.622 -0.087 -0.224
H -2.615 0.221 2.145
H -2.378 1.120 3.644
H -2.335 -0.644 3.659
H 0.096 0.410 4.827
H 3.914 0.612 2.756
Cl 0.161 4.512 -5.910
C 0.049 3.676 -4.413
C 0.168 2.293 -4.400
C 0.072 1.669 -3.180
Cl 0.201 -0.051 -2.963
C -0.141 2.356 -2.000
O -0.221 1.631 -0.863
C -0.252 3.736 -2.033
Cl -0.508 4.593 -0.564
C -0.156 4.396 -3.243
H 0.333 1.737 -5.312
H -0.241 5.473 -3.275
F -1.943 -1.927 -2.397
C -1.093 -2.645 -1.648
C -0.247 -2.022 -0.733
C 0.530 -2.880 0.044
F 1.344 -2.417 1.008
C 0.495 -4.254 -0.092
F 1.253 -5.023 0.678
C -0.339 -4.824 -1.034
F -0.386 -6.137 -1.175
C -1.145 -4.012 -1.815
F -1.975 -4.551 -2.698
S -4.675 -0.382 -0.148
C -3.140 -0.257 -0.154
N -1.927 -0.158 -0.162
```

# 3
C4H10N2O2 as an isolated structure. Source: the OMol25 dataset; level of theory: the ωB97M-V functional and the def2-TZVPD basis.

Properties
- LUMO energy (spin up / spin down) (eV) = -0.6 / -0.6
- HOMO energy (spin up / spin down) (eV) = -8.5 / -8.5
- Kohn-Sham gap (spin up / spin down) (eV) = 7.86 / 7.86

The geometry in XYZ format:
```
18
C4H10N2O2, DFT the ωB97M-V functional and the def2-TZVPD basis
C 1.240 -0.034 1.351
C 1.773 0.069 -1.137
C 1.254 -0.741 0.022
O 0.843 -1.876 -0.115
H 1.634 -0.472 -2.071
H 1.042 -0.737 2.157
H 0.463 0.733 1.309
H 2.185 0.478 1.530
H 1.248 1.024 -1.171
H 2.834 0.281 -0.992
N -1.955 -1.550 0.590
C -1.761 1.879 -1.026
O -1.842 -0.248 0.256
N -0.907 2.203 -0.283
H -1.073 -2.056 0.481
H -2.340 -1.643 1.525
H -2.121 0.364 -0.775
H -2.518 2.326 -1.651
```

# 4
A 2-piece molecular cluster, C2H8N2S overall. Source: the OMol25 dataset; level of theory: the ωB97M-V functional and the def2-TZVPD basis.

Properties
- LUMO energy (eV) = 0.0
- HOMO energy (eV) = -8.4
- Kohn-Sham gap (eV) = 8.42

The geometry in XYZ format:
```
13
C2H8N2S, DFT the ωB97M-V functional and the def2-TZVPD basis
C -2.834 0.660 0.007
C -1.396 0.327 -0.110
N 0.683 -1.139 -0.096
N 3.466 0.283 0.002
S -0.867 -1.211 0.112
H -3.184 1.173 -0.890
H -3.423 -0.243 0.148
H -3.013 1.329 0.851
H 3.884 -0.422 -0.597
H -0.666 1.087 -0.337
H 1.108 -2.052 -0.013
H 3.779 0.092 0.947
H 2.463 0.116 -0.023
```

Calculated values (eV/Å) of maximum force for the records, taken in order: 4.95; 1.88; 4.29; 1.99.
Calculated values (kcal per mole) of ΔE to the lowest compared entry with this formula, charge and spin for the records, taken in order: 29.4; 3.1; 147.6; 33.7.